121
Properties=species:S:1:pos:R:3 method="wB97M-V/def2-TZVPD" e_tot_ev=-111844.4336 relative_energy_kj_mol=1332.6 lumo_energy_ev=-1.0
Ca 3.085 -22.907 0.097
O 0.629 -22.620 2.238
H -0.211 -22.445 1.770
O 3.905 -20.297 -1.759
H 3.531 -19.472 -2.124
O 6.680 -23.950 -2.579
P 7.617 -23.674 -3.725
N 8.861 -22.417 -3.579
C 8.604 -21.052 -2.970
C 10.034 -22.541 -4.323
N 6.720 -23.494 -5.135
C 6.621 -22.288 -5.850
C 5.407 -24.217 -5.268
N 8.499 -25.161 -4.046
C 8.868 -25.705 -5.375
C 8.920 -26.154 -3.001
H 7.560 -20.737 -2.956
H 9.214 -20.260 -3.404
H 8.968 -21.107 -1.945
H 10.685 -21.670 -4.251
H 9.853 -22.490 -5.397
H 10.610 -23.368 -3.908
H 5.722 -21.672 -5.830
H 7.477 -21.683 -5.553
H 6.698 -22.576 -6.899
H 5.348 -24.405 -6.340
H 5.427 -25.177 -4.751
H 4.599 -23.694 -4.756
H 9.639 -25.091 -5.840
H 9.116 -26.765 -5.432
H 8.116 -25.673 -6.164
H 9.792 -26.769 -3.222
H 7.988 -26.690 -2.822
H 9.210 -25.472 -2.202
O 5.812 -21.964 3.199
P 6.950 -21.470 4.020
N 6.502 -21.358 5.722
C 6.034 -22.600 6.422
C 5.631 -20.299 6.133
N 7.627 -19.956 3.623
C 6.872 -19.118 2.733
C 8.681 -19.347 4.462
N 8.315 -22.491 4.067
C 9.140 -22.523 5.297
C 8.859 -23.112 2.874
H 6.805 -23.320 6.148
H 5.111 -23.024 6.026
H 6.146 -22.493 7.501
H 5.233 -20.319 7.147
H 4.759 -20.509 5.513
H 5.854 -19.316 5.717
H 6.170 -18.418 3.187
H 7.436 -18.618 1.946
H 6.135 -19.776 2.272
H 8.534 -18.272 4.350
H 8.379 -19.486 5.501
H 9.740 -19.605 4.459
H 8.759 -23.030 6.183
H 10.102 -22.996 5.101
H 9.253 -21.513 5.692
H 8.868 -24.185 3.064
H 9.831 -22.642 2.727
H 8.147 -22.918 2.072
O -0.202 -23.257 -2.761
P -1.250 -23.217 -3.713
N -2.798 -23.673 -3.130
C -3.375 -22.869 -1.942
C -3.582 -24.671 -3.760
N -0.865 -24.123 -5.168
C -0.637 -25.572 -5.060
C -1.151 -23.707 -6.538
N -1.493 -21.617 -4.407
C -0.369 -20.682 -4.640
C -2.801 -21.109 -4.925
H -4.232 -23.384 -1.507
H -3.698 -21.864 -2.215
H -2.623 -22.797 -1.156
H -2.974 -25.066 -4.574
H -4.490 -24.389 -4.294
H -4.013 -25.467 -3.152
H 0.180 -25.894 -5.705
H -0.637 -25.908 -4.023
H -1.471 -26.054 -5.570
H -1.975 -24.309 -6.920
H -1.137 -22.631 -6.712
H -0.261 -23.906 -7.135
H -0.692 -19.829 -5.238
H -0.056 -20.330 -3.657
H 0.366 -21.289 -5.169
H -3.694 -21.333 -4.342
H -3.010 -21.372 -5.962
H -2.736 -20.021 -4.914
O 2.828 -27.495 0.004
P 2.377 -28.866 0.433
N 3.554 -29.671 1.343
C 3.564 -31.206 1.339
C 4.608 -28.915 2.069
N 1.933 -29.789 -0.998
C 2.966 -30.113 -1.916
C 0.685 -30.621 -1.047
N 0.955 -28.729 1.419
C 0.676 -29.655 2.527
C -0.099 -27.814 1.091
H 3.177 -31.498 2.315
H 4.536 -31.582 1.018
H 2.837 -31.464 0.568
H 4.211 -28.616 3.039
H 4.957 -28.050 1.506
H 5.395 -29.652 2.230
H 3.390 -31.110 -1.794
H 2.336 -30.213 -2.800
H 3.837 -29.459 -1.880
H 0.659 -31.408 -0.293
H -0.118 -29.956 -0.729
H 0.435 -30.995 -2.040
H 0.240 -29.184 3.408
H 0.095 -30.554 2.322
H 1.608 -30.079 2.902
H -0.697 -28.181 0.256
H 0.393 -26.939 0.666
H -0.756 -27.592 1.932


114
Properties=species:S:1:pos:R:3 method="wB97M-V/def2-TZVPD" e_tot_ev=-55496.8688 relative_energy_kj_mol=485.9 smiles=COC[C@H](C)N.COC[C@H](C)N.COC[C@H](C)N.COC[C@H](C)N.COC[C@H](C)N.COC[C@H](C)N.O.O.O.O lumo_energy_ev=0.0
C -5.204 0.258 -5.235
O -4.080 0.781 -4.497
C -4.194 0.809 -3.029
C -3.038 1.533 -2.330
C -3.052 1.470 -0.808
N -3.037 2.876 -2.884
H -6.097 0.778 -4.889
H -5.345 -0.803 -5.030
H -5.021 0.407 -6.300
H -5.147 1.290 -2.806
H -4.279 -0.259 -2.827
H -2.049 1.261 -2.698
H -2.864 0.445 -0.488
H -3.870 1.923 -0.248
H -2.184 1.977 -0.387
H -3.192 2.555 -3.829
H -3.840 3.418 -2.595
C -0.679 -6.452 -0.612
O -0.677 -4.963 -0.461
C -1.363 -4.418 -1.605
C -0.651 -3.121 -2.059
C -1.456 -2.372 -3.096
N 0.618 -3.460 -2.727
H 0.121 -6.745 0.068
H -0.369 -6.841 -1.582
H -1.623 -6.891 -0.291
H -1.563 -4.959 -2.530
H -2.290 -4.032 -1.179
H -0.553 -2.559 -1.130
H -1.768 -2.931 -3.978
H -0.717 -1.743 -3.590
H -2.343 -2.014 -2.572
H 1.115 -4.133 -2.161
H 0.360 -3.820 -3.635
C 0.603 1.412 3.641
O 1.840 0.903 4.159
C 2.731 1.716 4.858
C 2.121 2.232 6.155
C 3.076 2.981 6.968
N 1.663 1.120 6.963
H 0.045 2.033 4.342
H -0.091 0.601 3.419
H 0.782 1.932 2.700
H 3.586 1.057 5.003
H 3.082 2.549 4.248
H 1.234 2.835 5.963
H 3.962 2.408 7.243
H 2.676 3.435 7.874
H 3.346 3.884 6.421
H 2.527 0.655 7.204
H 1.214 0.512 6.293
C -4.478 -6.418 2.324
O -4.654 -5.036 2.283
C -3.392 -4.446 2.325
C -3.470 -2.876 1.908
C -2.080 -2.251 1.807
N -4.120 -2.129 2.984
H -3.785 -6.909 1.642
H -5.502 -6.768 2.194
H -4.067 -6.785 3.264
H -2.900 -4.427 3.298
H -2.658 -4.783 1.594
H -3.849 -2.869 0.886
H -1.638 -2.694 0.915
H -1.348 -2.362 2.607
H -2.157 -1.191 1.562
H -4.725 -2.806 3.427
H -3.516 -1.637 3.626
C 6.929 0.167 2.933
O 6.361 -0.203 1.648
C 5.022 0.097 1.585
C 4.454 -0.165 0.127
C 5.278 0.679 -0.916
N 3.059 0.175 0.111
H 7.107 -0.786 3.431
H 6.353 0.806 3.603
H 7.868 0.675 2.713
H 4.525 -0.543 2.314
H 4.849 1.161 1.749
H 4.570 -1.237 -0.032
H 5.578 -0.042 -1.677
H 6.166 1.176 -0.526
H 4.765 1.491 -1.432
H 2.636 -0.167 -0.740
H 2.677 -0.313 0.909
C -0.878 5.332 -6.711
O -0.577 5.109 -5.332
C -0.003 3.919 -4.950
C 0.592 4.033 -3.565
C 1.147 2.696 -3.060
N -0.258 4.573 -2.566
H -1.233 4.418 -7.187
H -0.124 5.926 -7.228
H -1.742 5.996 -6.743
H -0.732 3.109 -4.985
H 0.529 3.459 -5.783
H 1.338 4.825 -3.494
H 2.033 2.385 -3.614
H 0.392 1.940 -3.276
H 1.489 2.802 -2.031
H 0.204 4.640 -1.671
H -0.954 3.845 -2.480
O 2.449 2.989 0.967
H 2.857 2.204 0.601
H 3.161 3.626 1.024
O 0.139 0.514 0.570
H 0.881 0.803 0.039
H 0.280 -0.425 0.688
O -0.183 3.324 0.291
H 0.713 3.089 0.531
H -0.665 2.498 0.325
O 1.599 -1.549 1.931
H 2.241 -1.949 2.518
H 1.375 -2.243 1.311


124
Properties=species:S:1:pos:R:3 method="wB97M-V/def2-TZVPD" e_tot_ev=-75253.4087 relative_energy_kj_mol=153.9 lumo_energy_ev=0.0
C 0.192 0.160 -0.930
C -0.078 0.087 0.553
O 0.776 0.872 1.405
O 1.492 -0.387 -1.256
H 0.049 1.206 -1.200
H -0.640 -0.372 -1.390
H -0.097 -0.959 0.860
H -1.048 0.529 0.782
H 0.724 0.534 2.302
H 1.748 0.102 -2.041
C 2.719 -0.727 -4.064
C 3.512 -0.832 -5.344
O 4.913 -0.648 -5.170
O 2.686 0.592 -3.581
H 3.032 -1.517 -3.381
H 1.722 -1.080 -4.330
H 3.210 -0.051 -6.042
H 3.319 -1.811 -5.781
H 5.221 -1.116 -4.390
H 3.578 0.942 -3.627
C -4.526 -3.144 -3.299
C -3.048 -2.773 -3.674
O -2.335 -2.262 -2.547
O -5.401 -2.040 -2.996
H -4.630 -3.933 -2.555
H -5.013 -3.452 -4.224
H -3.008 -2.057 -4.495
H -2.506 -3.675 -3.958
H -2.705 -2.608 -1.732
H -5.152 -1.278 -3.523
C -0.072 -2.399 3.158
C 0.127 -3.164 4.466
O -1.115 -3.698 5.030
O -0.798 -1.206 3.436
H -0.516 -3.088 2.440
H 0.872 -2.122 2.689
H 0.620 -2.512 5.187
H 0.815 -3.999 4.337
H -1.538 -4.199 4.329
H -1.724 -1.415 3.294
C -4.400 0.537 -0.938
C -5.643 1.252 -0.439
O -5.998 2.501 -1.032
O -3.189 1.088 -0.438
H -4.320 0.402 -2.016
H -4.496 -0.510 -0.648
H -5.646 1.455 0.632
H -6.576 0.719 -0.626
H -6.730 2.418 -1.647
H -2.936 1.746 -1.089
C -4.045 1.174 3.074
C -4.189 -0.292 2.765
O -3.208 -0.795 1.927
O -3.026 1.345 4.094
H -5.016 1.463 3.476
H -3.733 1.766 2.214
H -5.121 -0.409 2.211
H -4.297 -0.868 3.684
H -3.099 -0.179 1.198
H -2.990 2.290 4.261
C -0.341 1.880 -4.584
C -1.223 0.564 -4.560
O -0.583 -0.488 -3.842
O 0.911 1.746 -5.311
H -0.161 2.380 -3.632
H -0.922 2.656 -5.081
H -1.436 0.238 -5.578
H -2.193 0.804 -4.126
H -1.265 -1.032 -3.440
H 1.547 1.339 -4.719
C 4.224 -3.953 -0.292
C 3.805 -2.469 -0.357
O 2.761 -2.219 0.557
O 5.028 -4.158 0.834
H 4.665 -4.290 -1.230
H 3.394 -4.636 -0.108
H 3.587 -2.238 -1.400
H 4.661 -1.848 -0.092
H 2.110 -1.681 0.101
H 4.457 -4.142 1.606
C 3.843 2.607 -0.611
C 4.205 1.248 -0.013
O 5.210 1.229 0.991
O 4.993 3.065 -1.335
H 3.508 3.280 0.178
H 2.981 2.482 -1.267
H 4.595 0.750 -0.901
H 3.308 0.789 0.403
H 4.882 1.785 1.701
H 5.505 3.634 -0.756
C -0.053 4.218 1.849
C 0.819 4.505 3.098
O 1.623 3.321 3.414
O 0.767 3.708 0.832
H -0.519 5.143 1.512
H -0.795 3.454 2.080
H 0.086 4.613 3.898
H 1.488 5.365 3.060
H 1.003 2.630 3.659
H 1.000 2.810 1.079
C -0.252 -3.702 -0.500
O 0.856 -4.216 0.199
H 0.140 -3.070 -1.297
H -0.785 -4.495 -1.024
H -0.937 -3.091 0.088
H 1.512 -3.531 0.353
C 3.076 -0.291 3.596
O 4.291 -0.464 4.268
H 3.249 -0.487 2.538
H 2.273 -0.924 3.974
H 2.765 0.754 3.606
H 5.024 -0.083 3.780
C 0.478 0.778 5.894
O 0.232 1.071 4.516
H 0.824 -0.252 5.978
H 1.207 1.443 6.356
H -0.449 0.839 6.465
H -0.417 0.392 4.316
C -1.551 3.821 -1.539
O -2.692 3.121 -2.054
H -1.710 4.609 -0.804
H -0.879 3.062 -1.139
H -1.084 4.216 -2.441
H -3.362 3.803 -2.148


97
Properties=species:S:1:pos:R:3 method="wB97M-V/def2-TZVPD" e_tot_ev=-796854.7141 relative_energy_kj_mol=0.0 lumo_energy_ev=-0.4
O 3.955 2.019 0.366
C 3.366 2.130 -0.654
C 1.928 2.510 -0.928
C 0.774 2.320 -0.196
C -0.411 2.772 -0.778
C -0.426 3.387 -2.018
C 0.750 3.617 -2.733
C 1.920 3.159 -2.164
C 3.360 3.216 -2.628
O 3.928 4.029 -3.268
N 3.937 2.022 -1.988
C 3.599 0.798 -2.697
S 3.658 0.947 -4.494
O 2.393 1.418 -4.977
O 4.839 1.623 -4.925
H 0.812 1.826 0.788
H -1.357 2.639 -0.269
H -1.387 3.703 -2.449
H 0.768 4.098 -3.700
H 4.341 0.035 -2.451
H 2.608 0.392 -2.454
H 3.754 -0.352 -4.895
C -0.843 -0.820 2.473
Cl -1.931 -0.363 3.782
Cl -0.727 0.495 1.289
Cl 0.761 -1.161 3.133
Cl -1.462 -2.252 1.661
C -3.147 3.005 -5.657
Cl -1.959 3.174 -4.343
Cl -3.718 4.605 -6.136
Cl -2.385 2.209 -7.035
Cl -4.507 2.035 -5.087
C 5.863 4.371 -7.755
Cl 4.912 4.282 -6.280
Cl 7.123 3.127 -7.719
Cl 4.812 4.094 -9.151
Cl 6.615 5.967 -7.893
C -0.374 -3.944 -1.795
Cl 1.034 -4.899 -1.340
Cl -0.082 -2.253 -1.377
Cl -0.670 -4.085 -3.529
Cl -1.790 -4.552 -0.913
C -2.742 -3.694 6.622
Cl -2.440 -5.399 6.970
Cl -4.272 -3.533 5.746
Cl -2.838 -2.796 8.137
Cl -1.432 -3.049 5.630
C -5.780 -2.892 10.809
Cl -4.339 -3.828 11.224
Cl -5.547 -1.212 11.296
Cl -6.057 -2.966 9.066
Cl -7.181 -3.563 11.659
C 4.041 0.247 -11.076
Cl 5.022 0.614 -9.660
Cl 3.448 1.750 -11.790
Cl 5.030 -0.615 -12.264
Cl 2.670 -0.764 -10.606
C -4.502 -0.279 -0.895
Cl -5.852 -0.536 -2.008
Cl -3.352 0.856 -1.617
Cl -5.109 0.382 0.628
Cl -3.689 -1.812 -0.586
C -5.537 1.864 13.828
Cl -5.800 3.193 14.961
Cl -3.823 1.446 13.794
Cl -6.475 0.458 14.342
Cl -6.051 2.360 12.209
C -0.329 0.728 15.439
Cl -1.444 1.131 16.747
Cl -0.227 2.085 14.310
Cl 1.272 0.400 16.109
Cl -0.914 -0.705 14.585
C 6.354 9.822 -9.012
Cl 7.712 8.802 -8.520
Cl 6.676 11.494 -8.540
Cl 6.159 9.731 -10.765
Cl 4.879 9.260 -8.224
C 9.128 1.040 -13.545
Cl 7.553 0.395 -13.057
Cl 8.924 2.680 -14.167
Cl 10.209 1.070 -12.147
Cl 9.824 0.013 -14.805
C -7.110 -4.747 -0.696
Cl -7.857 -3.318 0.027
Cl -7.650 -6.194 0.160
Cl -7.574 -4.858 -2.396
Cl -5.353 -4.608 -0.576
C -5.968 -7.521 8.663
Cl -4.331 -7.997 9.131
Cl -6.548 -6.262 9.755
Cl -5.949 -6.898 7.009
Cl -7.038 -8.924 8.753
C 1.515 -6.841 2.506
Cl 2.133 -6.986 4.153
Cl 2.871 -6.693 1.380
Cl 0.568 -8.275 2.101
Cl 0.491 -5.404 2.386